1.
A molecular structure, C57H54IrN9O2P2S in a non-equilibrium geometry, computed with ωB97M-V/def2-TZVPD.

Geometry as XYZ:
```
126
Properties=species:S:1:pos:R:3:forces:R:3:lowdin_spin:R:1
Ir 0.495 1.318 0.446 1.93 -1.26 1.34 0.023
C -1.763 5.372 1.243 0.03 -0.03 0.03 -0.011
C -0.934 4.386 0.686 -0.10 -0.01 -0.07 0.012
N -0.635 3.261 1.302 -0.10 -0.15 -0.88 -0.007
C -1.203 3.018 2.508 0.12 -0.08 0.07 0.030
C -2.115 3.903 3.108 0.00 -0.01 -0.03 0.002
C -2.360 5.127 2.450 -0.03 -0.03 0.00 0.012
C -2.758 3.512 4.311 0.04 -0.03 -0.02 0.096
C -2.519 2.275 4.847 0.01 -0.01 -0.02 -0.006
C -1.561 1.415 4.281 0.00 -0.01 0.03 0.093
C -0.842 1.807 3.166 0.04 -0.10 -0.04 0.006
N 0.197 1.119 2.571 -0.43 0.78 -0.41 0.316
C 1.045 0.322 3.238 0.12 -0.13 0.04 0.022
C 1.184 0.236 4.633 -0.03 -0.04 -0.07 0.148
C 2.086 -0.658 5.202 0.02 -0.01 -0.01 -0.003
C 2.876 -1.449 4.404 -0.05 0.02 -0.01 0.168
C 2.830 -1.327 2.991 -0.04 0.01 -0.04 0.006
C 3.679 -2.070 2.152 0.06 -0.01 0.06 0.019
C 3.646 -1.825 0.813 0.02 0.02 -0.06 -0.012
C 2.772 -0.858 0.313 -0.11 -0.04 0.08 0.015
N 1.902 -0.185 1.055 -0.52 -0.09 -0.36 -0.006
C 1.934 -0.423 2.406 -0.11 0.16 -0.04 0.050
H -1.938 6.292 0.706 0.01 0.00 -0.02 -0.001
H -0.530 4.513 -0.309 0.09 0.02 -0.04 0.000
H -3.031 5.849 2.897 -0.01 0.01 0.00 0.000
H -3.457 4.191 4.780 -0.04 0.00 -0.01 0.004
H -3.060 1.952 5.726 0.01 0.00 0.01 -0.002
H -1.406 0.431 4.702 -0.02 0.02 0.02 0.003
H 0.615 0.894 5.272 0.01 0.00 0.00 0.006
H 2.166 -0.717 6.279 0.01 0.00 0.01 -0.003
H 3.574 -2.152 4.840 0.00 -0.01 0.01 0.007
H 4.357 -2.799 2.577 -0.01 -0.01 0.00 0.001
H 4.293 -2.347 0.123 -0.01 0.02 -0.03 -0.001
H 2.824 -0.629 -0.729 -0.10 0.03 -0.28 0.000
N 2.585 1.668 -1.549 0.08 0.14 -0.22 0.000
P 1.041 0.986 -1.801 -0.20 1.04 0.11 -0.001
C 0.295 1.969 -3.123 0.03 0.09 0.01 -0.001
C 0.620 3.320 -3.268 -0.02 -0.09 0.00 0.000
C 0.081 4.056 -4.315 -0.08 0.04 0.02 0.000
C -0.798 3.454 -5.208 0.00 0.04 0.00 0.000
C -1.144 2.119 -5.050 0.02 -0.08 0.04 0.000
C -0.599 1.375 -4.012 -0.02 0.01 -0.02 0.000
C 1.264 -0.624 -2.559 -0.27 -0.03 0.25 0.000
C 2.023 -0.704 -3.729 0.02 -0.04 0.00 0.000
C 2.226 -1.936 -4.325 0.01 0.03 -0.02 0.000
C 1.669 -3.080 -3.761 -0.02 -0.01 0.04 0.000
C 0.907 -2.996 -2.606 0.00 -0.02 -0.03 0.000
C 0.690 -1.765 -2.005 0.08 0.04 0.14 0.000
P 2.472 2.504 -0.075 -0.15 -0.71 0.16 0.000
C 2.780 4.232 -0.503 -0.35 0.10 0.17 0.000
C 2.229 5.288 0.217 0.11 -0.01 0.01 0.000
C 2.526 6.600 -0.128 0.00 -0.03 0.03 0.000
C 3.375 6.860 -1.191 0.04 0.01 0.00 0.000
C 3.956 5.809 -1.891 0.03 -0.01 -0.02 0.000
C 3.675 4.499 -1.543 -0.05 0.01 0.04 0.000
C 3.861 2.074 0.982 -0.02 -0.01 0.08 0.000
C 3.739 2.374 2.340 -0.01 0.03 -0.06 -0.001
C 4.790 2.111 3.203 0.01 0.00 -0.02 0.001
C 5.959 1.542 2.712 0.00 0.02 0.01 0.000
C 6.079 1.241 1.363 0.02 -0.01 -0.02 0.001
C 5.031 1.506 0.492 0.01 0.07 -0.01 0.000
H 3.124 2.015 -2.335 0.15 -0.11 0.06 0.000
H 1.319 3.796 -2.592 -0.02 0.02 -0.01 0.000
H 0.360 5.094 -4.444 0.01 0.00 0.00 0.000
H -1.201 4.022 -6.036 0.00 0.01 0.00 0.000
H -1.818 1.647 -5.752 -0.01 0.00 0.00 0.000
H -0.856 0.328 -3.909 0.01 -0.01 -0.03 0.000
H 2.449 0.185 -4.181 0.00 0.01 -0.01 0.000
H 2.816 -2.008 -5.228 0.00 0.00 -0.01 0.000
H 1.834 -4.041 -4.230 0.02 -0.01 -0.01 0.000
H 0.495 -3.889 -2.156 -0.01 0.01 -0.01 0.000
H 0.123 -1.704 -1.083 0.02 -0.01 0.03 0.000
H 1.606 5.092 1.074 -0.18 -0.03 0.10 0.000
H 2.106 7.417 0.442 -0.01 -0.01 0.01 0.000
H 3.612 7.880 -1.459 -0.02 0.01 -0.02 0.000
H 4.637 6.011 -2.706 0.05 0.01 0.02 0.000
H 4.189 3.703 -2.068 -0.03 0.01 -0.07 0.000
H 2.826 2.823 2.719 -0.01 0.00 0.03 0.000
H 4.704 2.354 4.253 0.00 0.01 0.02 0.000
H 6.786 1.347 3.381 0.00 -0.01 0.01 0.000
H 6.994 0.806 0.986 0.01 0.00 -0.01 0.000
H 5.135 1.277 -0.562 -0.01 -0.04 -0.01 0.000
C -5.373 1.969 -1.776 -0.01 -0.01 -0.05 0.000
N -4.036 1.741 -1.253 -0.05 0.12 0.03 0.000
C -3.687 0.603 -0.425 0.00 -0.15 0.07 0.000
C -2.207 0.820 -0.289 0.23 0.09 -0.09 0.000
O -1.406 0.074 0.334 0.51 0.61 0.28 0.009
N -1.810 1.927 -0.911 -0.82 0.03 -0.35 0.000
C -2.930 2.433 -1.503 -0.10 -0.25 0.06 0.000
N -2.890 3.527 -2.253 0.10 0.10 -0.10 0.000
H -6.101 1.681 -1.020 0.00 0.01 0.00 0.000
H -5.549 1.384 -2.678 0.00 0.01 0.00 0.000
H -5.521 3.026 -1.990 -0.02 0.00 0.02 0.000
H -3.922 -0.357 -0.891 0.01 -0.05 -0.01 0.000
H -4.178 0.645 0.551 0.01 -0.02 0.02 0.000
H -1.985 3.846 -2.567 0.02 0.01 0.01 0.000
H -3.691 3.808 -2.794 0.02 0.01 -0.01 0.000
C -2.364 -7.861 1.670 0.07 -0.02 0.02 0.000
C -0.917 -7.375 1.638 -0.11 0.03 0.04 0.000
C -0.753 -5.921 2.057 0.07 -0.04 0.00 0.000
N -1.500 -5.047 1.155 -0.10 -0.05 -0.02 0.000
C -1.205 -3.793 0.887 0.13 0.16 0.19 0.000
S 0.076 -2.946 1.582 -0.02 -0.13 -0.01 0.000
N -2.014 -3.078 0.013 -0.04 0.05 -0.15 0.000
C -3.105 -3.398 -0.795 0.15 -0.13 0.08 0.000
O -3.813 -2.484 -1.164 -0.17 0.23 -0.08 0.000
C -3.339 -4.800 -1.228 0.04 -0.01 0.04 0.000
C -4.628 -5.320 -1.148 -0.01 -0.01 0.01 0.000
C -4.874 -6.616 -1.577 0.01 0.03 -0.01 0.000
C -3.845 -7.378 -2.112 0.03 0.01 0.02 0.000
C -2.565 -6.847 -2.224 -0.01 0.00 -0.02 0.000
C -2.309 -5.562 -1.778 -0.03 0.00 0.04 0.000
H -2.410 -8.932 1.483 -0.01 -0.01 -0.01 0.000
H -2.985 -7.387 0.904 -0.04 0.02 -0.03 0.000
H -2.819 -7.675 2.644 -0.02 0.01 0.00 0.000
H -0.497 -7.514 0.639 0.04 -0.02 0.01 0.000
H -0.322 -7.977 2.326 0.04 -0.01 -0.03 0.000
H 0.290 -5.612 2.032 -0.02 -0.01 -0.01 0.000
H -1.118 -5.772 3.076 0.00 0.02 0.00 0.000
H -2.338 -5.443 0.753 0.01 0.00 -0.06 0.000
H -1.870 -2.076 0.098 0.02 -0.08 0.04 0.000
H -5.428 -4.710 -0.749 0.00 0.01 0.01 0.000
H -5.872 -7.027 -1.504 -0.01 -0.01 0.01 0.000
H -4.040 -8.387 -2.449 -0.01 0.00 -0.01 0.000
H -1.772 -7.436 -2.664 0.01 -0.01 0.00 0.000
H -1.317 -5.139 -1.871 0.02 -0.03 0.04 0.000
```
Forces are in eV/Å.

As for the expectation value of S²: 0.81. The calculation puts the total energy at -109726.9360 eV. The orbital gap (spin up / spin down) comes out at 0.251 / 0.186 Ha. As for the energy above the lowest of the compared OMol25 structures with the same formula, charge and spin: 6.01 kcal/mol. The multiplicity is 2. As for the total charge: +3. The LUMO energy (spin up / spin down) comes out at -7.45 / -9.23 eV.

---

2.
A molecular structure, C57H54MoN2O2P2 in a non-equilibrium geometry, computed with ωB97M-V/def2-TZVPD.

Geometry as XYZ:
```
118
Properties=species:S:1:pos:R:3:forces:R:3:lowdin_spin:R:1
Mo -0.479 0.289 0.065 5.09 1.43 -1.19 1.816
O 1.726 0.564 2.713 0.38 0.27 0.53 0.016
C 2.597 -0.499 2.789 0.09 -0.54 -0.32 0.001
C 3.902 -0.502 3.251 -0.06 0.34 0.05 0.000
C 4.609 -1.697 3.254 -0.13 -0.05 -0.08 0.000
C 4.030 -2.867 2.796 0.10 -0.09 0.06 0.000
C 2.738 -2.859 2.301 -0.07 0.15 -0.02 0.000
C 2.023 -1.671 2.283 -0.09 0.58 -0.16 0.005
P 0.331 -1.404 1.678 0.21 -1.22 0.91 0.035
C -0.135 -3.080 1.138 0.01 0.22 -0.19 0.004
C 0.621 -3.620 0.097 -0.04 0.12 0.09 -0.001
C 0.359 -4.895 -0.366 0.08 -0.01 -0.04 0.000
C -0.685 -5.626 0.179 -0.05 0.01 -0.01 0.000
C -1.474 -5.073 1.173 -0.07 -0.10 -0.03 0.001
C -1.197 -3.806 1.664 0.03 0.13 0.01 0.000
C -0.556 -1.173 3.245 -0.07 0.04 -0.12 0.003
C -0.423 -2.101 4.274 -0.01 0.11 -0.11 0.000
C -1.106 -1.913 5.461 0.02 -0.02 0.05 0.000
C -1.900 -0.789 5.633 -0.05 0.04 -0.04 0.000
C -2.018 0.148 4.618 -0.05 0.14 0.06 0.001
C -1.346 -0.043 3.425 0.09 -0.03 -0.30 0.013
C 2.144 1.854 2.963 0.09 0.51 -0.36 0.001
C 2.786 2.250 4.130 -0.16 -0.17 0.08 0.001
C 3.210 3.561 4.264 -0.01 -0.13 -0.06 0.000
C 3.017 4.472 3.236 -0.09 0.12 -0.05 0.000
C 2.310 4.099 2.111 0.08 -0.16 0.09 0.000
C 1.846 2.792 1.977 -0.08 -0.70 0.20 0.006
P 0.704 2.416 0.594 0.62 1.25 0.21 0.038
C 1.795 3.090 -0.714 -0.13 -0.26 -0.15 0.003
C 3.064 2.504 -0.707 -0.13 -0.03 0.00 -0.001
C 4.025 2.901 -1.612 0.02 -0.06 -0.04 0.000
C 3.724 3.868 -2.560 -0.02 0.04 0.01 0.000
C 2.462 4.434 -2.589 0.07 0.06 -0.10 0.000
C 1.497 4.054 -1.668 -0.12 -0.12 0.13 0.000
C -0.560 3.675 1.024 -0.01 -0.15 -0.07 0.003
C -0.741 4.005 2.368 -0.03 -0.07 -0.07 -0.001
C -1.695 4.934 2.741 -0.10 0.05 0.01 0.000
C -2.488 5.542 1.782 -0.02 0.00 0.01 -0.001
C -2.333 5.202 0.449 0.00 0.06 -0.13 0.000
C -1.381 4.273 0.070 0.06 -0.09 0.04 -0.001
H 4.377 0.399 3.600 0.03 0.07 0.04 0.000
H 5.622 -1.706 3.624 0.09 0.02 0.03 0.000
H 4.585 -3.790 2.820 0.09 -0.12 0.00 0.000
H 2.294 -3.768 1.924 0.00 -0.06 0.01 0.000
H 1.419 -3.028 -0.338 0.03 -0.13 -0.06 -0.001
H 0.966 -5.314 -1.153 0.10 -0.05 -0.13 0.000
H -0.884 -6.627 -0.174 -0.05 -0.09 -0.05 0.000
H -2.307 -5.632 1.569 -0.06 -0.08 0.11 0.000
H -1.797 -3.398 2.466 -0.03 0.01 0.02 0.000
H 0.219 -2.960 4.136 0.02 -0.10 0.05 0.000
H -1.018 -2.638 6.254 0.03 -0.06 0.10 0.000
H -2.424 -0.637 6.563 -0.07 0.01 0.12 0.000
H -2.620 1.032 4.763 -0.08 0.08 0.03 0.000
H -1.414 0.698 2.620 -0.06 -0.08 0.32 0.010
H 2.926 1.545 4.934 0.06 -0.10 0.06 0.000
H 3.699 3.874 5.173 0.08 -0.01 0.10 0.000
H 3.384 5.481 3.328 0.04 0.12 0.03 0.000
H 2.105 4.821 1.333 -0.02 0.07 -0.04 0.000
H 3.293 1.733 0.024 0.09 0.09 -0.03 0.000
H 5.005 2.451 -1.584 0.12 -0.02 -0.01 0.000
H 4.476 4.182 -3.266 0.08 0.05 -0.11 0.000
H 2.223 5.184 -3.328 0.00 0.09 -0.05 0.000
H 0.530 4.533 -1.704 -0.01 0.04 0.07 0.000
H -0.125 3.555 3.134 -0.02 0.00 0.01 0.000
H -1.803 5.194 3.782 -0.04 0.02 0.11 0.000
H -3.218 6.281 2.071 -0.09 0.08 0.04 0.000
H -2.940 5.675 -0.309 -0.10 0.08 -0.04 0.000
H -1.275 4.011 -0.973 -0.01 0.11 0.03 0.000
C 1.958 0.611 -3.436 -0.07 0.06 0.19 -0.011
C 0.949 -0.336 -2.750 -0.19 0.08 -0.80 -0.019
C -0.407 -0.092 -3.418 0.25 -0.15 -0.02 0.002
C 0.929 -0.033 -1.293 -0.75 -0.28 1.61 -0.165
C 1.479 -1.754 -2.994 -0.03 0.08 0.12 -0.011
C 2.701 -2.131 -2.444 0.11 -0.03 0.01 0.000
C 3.283 -3.348 -2.747 0.04 0.02 0.13 0.000
C 2.648 -4.227 -3.608 -0.03 -0.08 -0.05 -0.001
C 1.431 -3.867 -4.157 0.00 -0.17 -0.02 -0.001
C 0.849 -2.646 -3.852 -0.01 0.05 0.05 -0.002
H 1.631 1.643 -3.330 0.02 0.19 -0.03 0.000
H 2.029 0.355 -4.490 -0.01 0.02 -0.15 -0.001
H 2.945 0.520 -2.998 0.15 -0.01 0.04 0.000
H -0.638 0.966 -3.362 0.02 0.07 -0.05 0.000
H -1.213 -0.653 -2.947 -0.08 -0.06 -0.02 0.001
H -0.356 -0.360 -4.469 -0.07 0.00 -0.15 0.000
H 1.938 -0.165 -0.873 -0.12 0.14 0.08 0.012
H 3.239 -1.462 -1.787 0.04 0.09 0.04 0.001
H 4.242 -3.598 -2.319 0.08 -0.05 0.03 0.000
H 3.107 -5.171 -3.859 0.02 -0.08 -0.03 0.000
H 0.935 -4.533 -4.847 -0.06 -0.08 -0.07 0.000
H -0.087 -2.394 -4.323 -0.11 0.04 -0.02 0.000
C -4.178 -1.054 1.096 0.46 0.20 0.08 0.007
C -3.077 -1.404 0.135 -0.25 0.02 0.12 0.056
O -1.998 -0.757 0.233 -4.08 -2.59 0.28 0.012
C -3.232 -2.440 -0.866 0.28 -0.19 -0.38 0.004
C -4.465 -3.063 -1.123 0.13 0.24 0.15 0.014
C -4.561 -4.050 -2.084 -0.14 -0.02 0.02 -0.001
C -3.438 -4.452 -2.796 0.07 0.17 0.20 0.019
C -2.215 -3.841 -2.555 0.02 -0.01 -0.10 -0.002
C -2.110 -2.843 -1.612 0.05 0.25 0.20 0.016
H -3.804 -0.315 1.807 -0.09 -0.10 -0.08 0.000
H -4.514 -1.933 1.644 -0.01 -0.10 -0.05 0.002
H -5.038 -0.638 0.571 -0.02 -0.04 -0.10 0.002
H -5.347 -2.754 -0.585 -0.14 -0.02 0.09 0.001
H -5.515 -4.510 -2.289 -0.08 -0.03 0.04 0.000
H -3.513 -5.239 -3.530 -0.04 -0.05 -0.09 0.001
H -1.340 -4.134 -3.111 0.12 -0.10 -0.02 0.000
H -1.150 -2.375 -1.418 -0.09 -0.11 -0.09 0.001
C -2.271 3.363 -3.811 0.37 0.45 -0.33 0.004
N -2.997 2.528 -2.867 -0.04 0.02 -0.20 0.028
C -4.440 2.500 -3.000 -0.65 0.00 0.04 0.004
C -2.350 1.948 -1.919 0.92 -0.67 0.94 0.055
N -1.633 1.454 -1.136 -1.78 1.29 -1.47 0.013
H -2.450 4.420 -3.600 0.00 -0.04 0.01 0.001
H -2.616 3.150 -4.824 0.03 -0.07 0.06 0.000
H -1.203 3.160 -3.747 -0.04 0.02 -0.01 0.000
H -4.861 3.479 -2.763 0.02 -0.04 0.03 0.001
H -4.873 1.753 -2.339 0.05 0.02 0.01 0.000
H -4.701 2.256 -4.032 0.07 -0.05 0.09 0.001
```
Forces are in eV/Å.

As for the expectation value of S²: 2.11. The calculation puts the total energy at -87480.3922 eV. The orbital gap (spin up / spin down) comes out at 0.267 / 0.237 Ha. The multiplicity is 3. As for the total charge: +2. The LUMO energy (spin up / spin down) comes out at -5.59 / -6.32 eV.